A) ORCA calculation (wB97M-V/def2-TZVPD) on a cluster of 6 separate species, H12O6 in total.

Element x y z (Å)
O -0.2570 1.4923 -0.1286
H -0.9674 1.5751 0.5284
H -0.6328 0.7722 -0.6288
O -2.5091 1.4934 1.9254
H -2.2414 0.5736 2.2074
H -2.8331 1.9160 2.7432
O -2.0691 -1.2824 1.7541
H -2.2659 -2.1225 2.0985
H -1.3200 -1.1712 1.0845
O -0.1398 -1.4903 0.0555
H 0.6595 -1.0804 -0.3671
H -0.7186 -1.7177 -0.7010
O 2.5733 -1.5460 -2.1886
H 3.5397 -1.6728 -2.1687
H 2.5878 -0.6162 -1.8717
O 2.3071 1.3241 -1.5961
H 1.3743 1.4864 -1.3469
H 2.9125 2.0664 -1.3996

Calculated values
Kohn-Sham gap = 11.781 eV

Atomic partial charges in e from the natural (NBO) method, atoms 1 to 2:
1. O -0.973
2. H 0.511

***

B) ORCA calculation (wB97M-V/def2-TZVPD) on a cluster of 6 separate species, H12O6 in total.

Element x y z (Å)
O 1.8725 -1.4976 1.9832
H 2.3605 -1.2926 1.2132
H 2.5095 -1.9356 2.5662
O -2.3415 0.3164 -1.2888
H -1.5695 0.4194 -0.7298
H -2.9515 -0.2336 -0.7758
O 0.4745 -1.3436 -1.1668
H 0.5325 -0.7056 -1.8618
H -0.4215 -1.6426 -1.1688
O 2.3785 1.0264 -1.6358
H 1.6555 0.6524 -2.1808
H 3.0905 1.0514 -2.3318
O -2.4655 0.6324 2.4092
H -3.1915 1.0124 2.0462
H -1.7245 0.8584 1.8322
O -0.3645 1.0274 0.5702
H -0.1125 0.1124 0.4362
H 0.2685 1.5424 0.0842

Calculated values
Kohn-Sham gap = 10.951 eV

Atomic partial charges in e from the natural (NBO) method, atoms 1 to 2:
1. O -0.937
2. H 0.469

***

C) ORCA calculation (wB97M-V/def2-TZVPD) on a cluster of 6 separate species, H12O6 in total.

Element x y z (Å)
O -0.9141 0.3329 1.9958
H -0.1172 -0.2005 1.9810
H -1.4828 -0.2279 1.4413
O -1.7689 -1.4090 -0.1133
H -0.9583 -1.8135 0.2190
H -1.4210 -0.8213 -0.7751
O 0.9565 -1.5967 1.1746
H 1.6653 -1.8610 1.8146
H 1.3764 -1.0740 0.4218
O 1.8454 -0.1107 -0.9034
H 1.3818 -0.4385 -1.7456
H 1.3070 0.6530 -0.6392
O 0.0242 1.9395 0.0025
H -0.3619 1.4060 0.7475
H 0.4238 2.6710 0.4607
O -0.6348 0.4991 -1.9327
H -0.8187 0.8062 -2.8216
H -0.5028 1.2452 -1.3279

Calculated values
Kohn-Sham gap = 11.628 eV

Atomic partial charges in e from the natural (NBO) method, atoms 1 to 2:
1. O -0.979
2. H 0.494

***

C) takes first place; second place is 0.916 eV up.

***

A) ORCA calculation (wB97M-V/def2-TZVPD) on a cluster of 6 separate species, H12O6 in total.

Element x y z (Å)
O -2.7585 -0.0308 0.4014
H -2.7363 -0.9689 0.2126
H -3.5039 0.0776 0.9921
O -1.1546 1.6646 1.5292
H -1.7685 1.1750 0.9818
H -0.3571 1.1352 1.5281
O -0.0064 0.6337 -1.4417
H -0.3496 1.2532 -0.7978
H -0.2927 -0.2235 -1.1263
O 2.4806 1.5040 -1.8518
H 1.5824 1.1860 -1.7612
H 2.4071 2.2726 -2.4176
O 0.8487 -0.5499 1.9062
H 0.1588 -1.1016 2.2748
H 1.1647 -1.0371 1.1453
O 1.1378 -2.0922 -0.4179
H 1.9737 -1.8526 -0.8180
H 1.1739 -3.0455 -0.3392

Calculated values
Kohn-Sham gap = 10.513 eV

Atomic partial charges in e from the natural (NBO) method, atoms 1 to 2:
1. O -0.945
2. H 0.484

***

B) ORCA calculation (wB97M-V/def2-TZVPD) on a cluster of 6 separate species, H12O6 in total.

Element x y z (Å)
O 0.7017 0.2292 -1.5486
H 1.2606 -0.0588 -0.8182
H -0.1812 0.2743 -1.1647
O 2.5104 -2.9349 1.9465
H 1.9918 -3.7363 1.8132
H 2.3507 -2.4169 1.1495
O -3.9849 0.8041 1.0665
H -3.2613 0.2301 0.7909
H -4.3714 0.3477 1.8223
O -3.6726 -1.4067 -1.5081
H -4.0896 -1.3423 -0.6416
H -2.7434 -1.5690 -1.3098
O 0.8523 3.9849 0.9208
H 0.7077 3.3608 0.2007
H 1.6503 3.6619 1.3544
O 3.7557 0.4065 -1.3906
H 2.8528 0.7182 -1.2617
H 3.6704 -0.5530 -1.4216

Calculated values
Kohn-Sham gap = 11.089 eV

Atomic partial charges in e from the natural (NBO) method, atoms 1 to 2:
1. O -0.931
2. H 0.455

***

A) takes first place; second place is 0.944 eV up.

***

A) ORCA calculation (wB97M-V/def2-TZVPD) on the molecule C9H13N3.

Element x y z (Å)
C -1.5296 1.7012 0.1364
C 2.0757 0.0665 0.0579
C -2.4365 0.6868 0.0166
C 0.9167 -0.7389 0.1867
C 2.0457 1.3964 -0.1354
C -1.6101 -0.6324 0.1369
C 3.4448 -0.5492 0.0705
C -3.8908 0.6293 -0.2232
C 0.9023 -2.1809 0.2206
N 2.3516 2.5693 -0.1328
N -0.2484 1.2021 0.0150
N -0.2337 -0.1462 0.1318
H -1.6472 2.8095 -0.1189
H -1.7348 -1.1317 1.1158
H -1.7796 -1.3716 -0.6696
H 4.1747 0.0638 -0.3954
H 3.4604 -1.5207 -0.3413
H 3.7308 -0.5196 1.1290
H -4.2637 1.7076 -0.0914
H -4.4923 0.1105 0.5124
H -3.9267 0.2561 -1.2722
H 0.4554 -2.3994 -0.8873
H 0.3133 -2.6244 1.0365
H 1.9206 -2.5974 0.3555
H 2.0012 3.2134 -0.8543

Calculated values
Kohn-Sham gap (alpha / beta) = 6.849 / 6.849 eV

Atomic partial charges in e from the natural (NBO) method, atoms 1 to 2:
1. C -0.020
2. C -0.312

***

B) ORCA calculation (wB97M-V/def2-TZVPD) on a cluster of 2 separate species, C9H13N3 in total.

Element x y z (Å)
C -0.3535 1.7201 1.3844
C 0.4148 0.5836 1.7108
C -0.2521 2.5250 0.2002
C -0.0499 2.0112 -1.0160
C 1.3650 -0.0697 0.7265
C 1.2461 0.0074 -0.6394
C 0.2348 0.6386 -1.4534
C 2.3541 -0.5019 -1.4826
C -2.1224 -2.1158 1.3740
N -0.4061 0.1748 -2.4220
N -1.6030 -1.3887 0.2004
N -0.6275 -1.6612 -0.4693
H -0.8952 2.2922 2.1041
H 0.2686 0.0117 2.5986
H -0.6982 3.6053 0.3246
H -0.1850 2.6862 -1.8357
H 2.2185 -0.5109 1.1751
H 2.5993 -1.6409 -1.2778
H 3.2148 -0.0009 -1.2250
H 2.0976 -0.2570 -2.5033
H -1.5854 -3.0255 1.3750
H -1.7274 -1.6153 2.3092
H -3.1881 -2.1475 1.5875
H -2.2231 -0.5685 -0.0704
H -0.0969 -0.7525 -2.6751

Calculated values
Kohn-Sham gap = 8.312 eV

Atomic partial charges in e from the natural (NBO) method, atoms 1 to 2:
1. C -0.240
2. C -0.194

***

A) takes first place; second place is 1.120 eV up.

***

A) ORCA calculation (wB97M-V/def2-TZVPD) on the molecule C2H5NO2.

Element x y z (Å)
C -0.5665 -1.1382 -1.2525
O -0.6776 -1.0219 0.2475
C -0.1458 0.0636 0.8366
N 0.5921 0.9766 0.3354
O 0.9239 1.8656 1.4610
H -1.4613 -0.4035 -1.7320
H 0.5290 -0.6033 -1.4316
H -0.6867 -2.3319 -1.6083
H -0.3822 0.1749 1.8751
H 1.8751 2.4181 1.2688

Calculated values
Kohn-Sham gap = 10.252 eV

Atomic partial charges in e from the natural (NBO) method, atoms 1 to 2:
1. C -0.319
2. O -0.511

***

B) ORCA calculation (wB97M-V/def2-TZVPD) on the molecule C2H5NO2.

Element x y z (Å)
N 2.0745 -0.1091 0.0207
C 0.9280 0.0220 -0.6374
O -0.0228 -0.5592 0.1323
C -1.3355 -0.1900 -0.2563
O -1.6398 1.1105 0.1226
H 2.1421 -0.5493 0.9352
H 2.9059 0.2943 -0.3737
H -1.4284 -0.2253 -1.3433
H -1.9836 -0.9251 0.2342
H -1.6643 1.1496 1.0857

Calculated values
Kohn-Sham gap = 9.771 eV

Atomic partial charges in e from the natural (NBO) method, atoms 1 to 2:
1. N -0.809
2. C 0.284

***

C) ORCA calculation (wB97M-V/def2-TZVPD) on a cluster of 2 separate species, C2H5NO2 in total.

Element x y z (Å)
N -0.3603 1.0831 -1.6211
C 0.6351 0.9612 -0.7100
O 0.9540 1.8281 0.0658
H -0.7605 0.2670 -2.0425
H -0.9648 1.8799 -1.5624
H 1.1492 -0.0123 -0.7337
C -0.1533 -1.4848 1.6511
O -0.1090 -1.8557 0.5199
H -0.9057 -0.7542 2.0047
H 0.5154 -1.9124 2.4283

Calculated values
Kohn-Sham gap = 10.724 eV

Atomic partial charges in e from the natural (NBO) method, atoms 1 to 2:
1. N -0.821
2. C 0.523

***

C) takes first place; second place is 1.020 eV up.

***

A) ORCA calculation (wB97M-V/def2-TZVPD) on a cluster of 2 separate species, C2H5NO2 in total.

Element x y z (Å)
N -0.4934 -1.3552 0.7848
C -1.5410 -0.8874 0.0329
O -1.4966 -0.6101 -1.1340
H -0.7755 -1.3422 1.7471
H 0.4306 -1.0327 0.5324
H -2.4545 -0.8096 0.6450
C 1.7991 1.8242 -0.3000
O 1.5604 0.9262 0.4563
H 2.7207 1.9058 -0.8893
H 1.0187 2.5824 -0.4587

Calculated values
Kohn-Sham gap = 10.490 eV

Atomic partial charges in e from the natural (NBO) method, atoms 1 to 2:
1. N -0.823
2. C 0.533

***

B) ORCA calculation (wB97M-V/def2-TZVPD) on a cluster of 3 separate species, C2H5NO2 in total.

Element x y z (Å)
C 0.6817 -0.5238 -0.3551
C 1.5542 -1.2916 0.1487
N -0.9134 -2.6374 1.1700
O -1.4457 3.3949 -1.2306
O 0.1342 -2.5371 1.7609
H -0.1837 -0.0297 -0.5184
H 2.6572 -1.2779 0.2508
H 1.3687 -2.0693 0.9751
H -1.7069 3.1545 -0.4098
H -2.1463 3.8175 -1.7917

Calculated values
Kohn-Sham gap (alpha / beta) = 7.639 / 8.141 eV

Atomic partial charges in e from the natural (NBO) method, atoms 1 to 2:
1. C -0.097
2. C -0.529

***

C) ORCA calculation (wB97M-V/def2-TZVPD) on the molecule C2H5NO2.

Element x y z (Å)
N 1.0011 -0.0574 0.9213
C 0.6035 -0.2282 -0.4566
C -0.9434 -0.3724 -0.5128
O -1.6294 -1.3906 -0.5761
O -1.3615 0.9174 -0.0909
H 2.0140 -0.1075 1.1013
H 0.7502 0.8741 1.4062
H 0.8689 0.6837 -1.1223
H 1.0287 -1.2370 -0.7280
H -2.3321 0.9178 0.0580

Calculated values
Kohn-Sham gap = 10.282 eV

Atomic partial charges in e from the natural (NBO) method, atoms 1 to 2:
1. N -0.845
2. C -0.323

***

D) ORCA calculation (wB97M-V/def2-TZVPD) on the molecule C2H5NO2.

Element x y z (Å)
C 1.9614 -0.5276 0.0374
O 1.1972 0.6372 -0.0225
C -0.1590 0.6200 -0.0187
N -0.8615 -0.4414 -0.0768
O -2.1946 -0.0781 0.1023
H 2.4918 -0.6286 0.9659
H 1.3283 -1.4175 -0.0355
H 2.6353 -0.5525 -0.8019
H -0.5976 1.6125 -0.0319
H -2.6622 -0.9520 -0.3094

Calculated values
Kohn-Sham gap = 10.087 eV

Atomic partial charges in e from the natural (NBO) method, atoms 1 to 2:
1. C -0.260
2. O -0.499

***

C) takes first place; second place is 0.316 eV up.

***

A) ORCA calculation (wB97M-V/def2-TZVPD) on the molecule C2H5NO2.

Element x y z (Å)
O 0.3964 0.5573 -1.8651
C 0.2411 -0.2821 -0.9919
O 1.3742 -0.9829 -0.5436
C -0.4935 0.5433 0.3079
N -0.3901 -0.2322 1.3761
H -0.5076 -1.0711 -1.2610
H 0.0971 1.4847 0.3614
H -1.5095 0.7444 -0.0315
H -0.4502 0.3096 2.2439
H 1.2421 -1.0711 0.4038

Calculated values
Kohn-Sham gap = 6.405 eV

Atomic partial charges in e from the natural (NBO) method, atoms 1 to 2:
1. O -0.437
2. C 0.435

***

B) ORCA calculation (wB97M-V/def2-TZVPD) on the molecule C2H5NO2.

Element x y z (Å)
N 1.4130 -0.0035 0.3072
C 0.3501 -0.7442 -0.1184
O 0.4013 -1.9464 -0.3003
C -0.9648 0.0082 -0.2999
O -0.9288 1.3730 0.0591
H 2.2930 -0.4980 0.3412
H 1.4360 0.9828 0.0953
H -1.2417 -0.0423 -1.3572
H -1.7232 -0.5584 0.2570
H -1.0350 1.4288 1.0161

Calculated values
Kohn-Sham gap = 10.461 eV

Atomic partial charges in e from the natural (NBO) method, atoms 1 to 2:
1. N -0.829
2. C 0.639

***

B) takes first place; second place is 5.596 eV up.